1.
Formula: C3H3NOS2
Source: the OMol25 dataset
Level of theory: ωB97M-V with the def2-TZVPD basis set

```
10
Properties=species:S:1:pos:R:3:lowdin_charge:R:1
C -0.127 -0.015 -0.042 -0.3151
C -0.653 1.245 -0.006 -0.4351
C -3.473 0.667 0.139 -0.5884
N -0.632 -1.103 -0.681 -0.0671
O -2.777 -1.819 0.752 -0.4988
S -2.299 1.783 -0.095 0.8671
S -2.731 -0.932 -0.344 0.8423
H 0.589 -0.039 0.693 0.0891
H -0.096 1.972 0.458 0.0185
H -0.338 -2.021 -0.290 0.0876
```

Summary:
E_HOMO	-8.95	eV

=====

2.
Formula: C2H7N2O
Source: the OMol25 dataset
Level of theory: ωB97M-V with the def2-TZVPD basis set

```
12
Properties=species:S:1:pos:R:3:lowdin_charge:R:1
C -1.443 -0.488 0.281 0.0618
C 1.931 -0.175 -0.328 -0.3885
N 0.835 0.254 0.093 0.0863
N -1.855 0.595 -0.362 0.0997
O 3.102 0.225 -0.037 0.1294
H -1.178 -1.349 -0.332 0.1047
H -1.376 -0.575 1.443 0.1550
H 1.810 -0.898 -1.097 0.1260
H 0.847 0.839 0.948 0.0994
H -2.023 0.325 -1.413 0.1951
H -2.174 1.480 0.073 0.1562
H 3.862 -0.053 -0.623 0.1749
```

Summary:
net charge	+1
E_HOMO	-14.54	eV

=====

3.
Formula: C7H12N
Source: the OMol25 dataset
Level of theory: ωB97M-V with the def2-TZVPD basis set

```
20
Properties=species:S:1:pos:R:3:lowdin_charge:R:1
C -1.485 1.329 0.771 -0.0116
C -0.288 0.571 0.248 -0.4649
C 1.110 0.975 0.609 0.0096
C 1.982 0.352 -0.201 -0.0163
C 1.215 -0.525 -1.094 -0.1672
C 0.657 -1.651 -0.280 -0.1388
C -0.412 -1.006 0.675 -0.0513
N -0.199 0.326 -1.200 0.1433
H -2.383 0.900 0.310 0.0923
H -1.493 2.453 0.586 0.1201
H -1.572 1.101 1.821 0.0920
H 1.285 1.795 1.396 0.1664
H 3.066 0.297 -0.136 0.1355
H 1.481 -0.744 -2.146 0.1683
H 1.281 -2.375 0.340 0.1599
H 0.302 -2.364 -0.975 0.0982
H -1.399 -1.334 0.409 0.1043
H -0.292 -1.297 1.757 0.1479
H -0.068 1.109 -1.863 0.1942
H -0.880 -0.266 -1.775 0.2180
```

Summary:
SMILES	C[C@@]12C=C[C@@H](CC1)[NH2+]2
net charge	+1
E_HOMO	-14.12	eV

=====

4.
Formula: C32H35F5N7SSiV
Source: the OMol25 dataset
Level of theory: ωB97M-V with the def2-TZVPD basis set

```
82
Properties=species:S:1:pos:R:3:lowdin_charge:R:1
V 0.363 -0.105 -0.934 0.7424
C -1.726 2.063 -3.622 -0.1167
N -0.861 2.235 -2.470 -0.3028
C 0.062 3.334 -2.688 -0.0935
C -1.652 2.403 -1.267 -0.2284
C -0.811 2.559 0.003 -0.2047
N 0.402 1.748 -0.016 -0.0832
C 1.365 2.134 0.861 -0.1854
C 2.647 1.566 0.737 -0.1578
F 2.782 0.586 -0.189 0.0651
C 3.717 1.873 1.541 -0.2261
F 4.885 1.250 1.328 0.0922
C 3.596 2.797 2.566 0.0572
C 2.342 3.347 2.743 -0.2229
F 2.142 4.212 3.750 0.0876
C 1.255 3.030 1.946 -0.1397
F 0.067 3.563 2.312 0.0659
H -2.368 2.942 -3.790 0.0905
H -2.365 1.191 -3.480 0.0421
H -1.122 1.907 -4.516 0.0891
H -0.459 4.302 -2.752 0.0947
H 0.595 3.174 -3.624 0.0835
H 0.794 3.379 -1.884 0.0776
H -2.303 1.530 -1.203 0.0602
H -2.317 3.287 -1.338 0.1309
H -1.459 2.334 0.865 0.1062
H -0.531 3.612 0.103 0.1184
H 4.425 3.058 3.202 0.1302
S -1.470 -0.978 -2.054 0.7581
C -2.426 -1.220 -0.628 -0.7817
N -3.648 -1.718 -0.735 0.0658
N -4.471 -1.674 0.306 0.0186
C -4.636 -0.667 1.286 -0.2489
C -4.288 0.657 1.049 -0.0447
C -4.541 1.610 2.017 -0.0834
C -5.143 1.259 3.220 -0.0911
C -5.504 -0.060 3.440 -0.0815
C -5.253 -1.025 2.476 -0.0272
N -1.915 -1.000 0.614 0.0739
N -0.683 -0.669 0.611 -0.1048
C -0.161 -0.422 1.923 -0.2452
C 1.165 -0.739 2.183 -0.0406
C 1.705 -0.430 3.423 -0.0599
C 0.927 0.196 4.385 -0.0705
C -0.401 0.503 4.115 -0.0588
C -0.957 0.193 2.885 -0.0045
H -5.273 -2.274 0.181 0.1458
H -3.829 0.946 0.114 0.0946
H -4.265 2.638 1.827 0.1076
H -5.330 2.010 3.973 0.1013
H -5.976 -0.348 4.369 0.1041
H -5.517 -2.059 2.655 0.1136
H 1.774 -1.209 1.419 0.0977
H 2.739 -0.670 3.628 0.1142
H 1.356 0.452 5.343 0.1066
H -1.007 0.998 4.862 0.1091
H -1.985 0.433 2.657 0.0964
C -0.031 -3.584 0.394 -0.1587
Si 1.314 -3.296 -0.876 0.4226
C 0.815 -4.331 -2.366 -0.1558
C 2.886 -3.939 -0.053 -0.1586
N 1.534 -1.607 -1.365 -0.1885
C 2.461 -1.359 -2.388 -0.2855
C 3.369 -2.277 -2.935 -0.0424
C 4.238 -1.925 -3.958 -0.0818
C 4.242 -0.650 -4.498 -0.0916
C 3.342 0.286 -4.005 -0.0065
C 2.504 -0.109 -2.996 -0.2116
F 1.584 0.801 -2.532 -0.0131
H 0.039 -4.656 0.598 0.0425
H -1.034 -3.397 0.017 0.0183
H 0.091 -3.072 1.344 0.0201
H 0.582 -5.348 -2.045 0.0337
H 1.561 -4.394 -3.152 0.0212
H -0.092 -3.905 -2.801 0.0254
H 2.680 -4.919 0.381 0.0322
H 3.165 -3.279 0.769 0.0276
H 3.759 -4.043 -0.690 0.0184
H 3.411 -3.281 -2.554 0.0685
H 4.924 -2.671 -4.334 0.1046
H 4.924 -0.384 -5.292 0.1011
H 3.279 1.295 -4.386 0.1205
```

Summary:
spin multiplicity	3
E_HOMO (spin up / spin down)	-7.33 / -7.34	eV

=====

5.
Formula: C2H2O2Y
Source: the OMol25 dataset
Level of theory: ωB97M-V with the def2-TZVPD basis set

```
7
Properties=species:S:1:pos:R:3:lowdin_charge:R:1
O -0.607 -0.397 1.168 -0.2083
C -0.687 0.254 0.059 -0.0111
C 0.118 -0.128 -1.058 -0.1131
O 1.198 -0.750 -0.884 0.1092
Y 1.016 -0.753 2.577 1.8786
H -1.015 1.302 0.114 0.1762
H -0.023 0.472 -1.976 0.1685
```

Summary:
spin multiplicity	2
net charge	+2
E_HOMO (spin up / spin down)	-16.91 / -19.91	eV

=====

6.
Formula: C21H19AuN4S
Source: the OMol25 dataset
Level of theory: ωB97M-V with the def2-TZVPD basis set

```
46
Properties=species:S:1:pos:R:3:lowdin_charge:R:1
Au -0.919 0.017 -1.764 0.9581
C 1.573 0.512 1.299 -0.0232
C 0.227 0.887 1.846 -0.3225
C 0.126 1.490 3.122 -0.0214
C -1.098 1.853 3.588 -0.0090
C -2.249 1.627 2.801 -0.1635
C -3.537 1.993 3.246 -0.0527
C -4.614 1.759 2.440 -0.0837
C -4.442 1.162 1.181 -0.1319
C -3.204 0.775 0.710 -0.6058
S -3.159 -0.039 -0.836 0.5628
C -2.063 1.015 1.535 -0.2343
N -0.825 0.654 1.094 0.0987
H 2.338 0.522 2.074 0.0786
H 1.866 1.220 0.522 0.0799
H 1.550 -0.474 0.834 0.0651
H 1.023 1.657 3.704 0.1084
H -1.211 2.319 4.561 0.1174
H -3.647 2.460 4.216 0.1079
H -5.609 2.040 2.760 0.1037
H -5.304 0.998 0.548 0.0944
N -0.767 -3.719 0.135 0.0859
C -0.528 -4.196 -1.134 -0.0680
C -0.471 -3.100 -1.932 -0.1214
N -0.674 -1.979 -1.161 -0.1088
C -0.857 -2.382 0.077 -0.1699
H -0.878 -4.269 0.968 0.1618
H -0.425 -5.243 -1.350 0.1170
H -0.309 -3.045 -2.993 0.1095
H -1.059 -1.731 0.911 0.1178
C 0.724 -0.074 -2.890 -0.2932
C 2.076 -0.018 -2.269 -0.3031
C 2.734 -1.167 -1.821 -0.0682
C 4.007 -1.090 -1.277 -0.0935
C 4.652 0.135 -1.172 -0.0979
C 4.012 1.283 -1.623 -0.0895
C 2.738 1.208 -2.162 -0.0588
H 0.586 -1.019 -3.424 0.0459
H 0.663 0.730 -3.620 0.0453
H 2.248 -2.131 -1.912 0.0960
H 4.503 -1.993 -0.940 0.0996
H 5.648 0.194 -0.752 0.0981
H 4.509 2.243 -1.553 0.1033
H 2.240 2.107 -2.508 0.1147
N -1.120 2.954 -2.708 0.0205
C -1.075 1.854 -2.370 -0.4702
```

Summary:
E_HOMO	-7.21	eV

=====

7.
Formula: C3H11NOS
Source: the OMol25 dataset
Level of theory: ωB97M-V with the def2-TZVPD basis set

```
17
Properties=species:S:1:pos:R:3:lowdin_charge:R:1
N 0.000 0.000 0.000 -0.0315
C -1.124 -0.387 -0.769 -0.3686
C -0.661 -0.718 -2.188 -0.3030
C -1.891 -1.049 -3.103 -0.5792
S -1.103 -1.196 -4.708 0.6894
H -0.354 0.129 0.954 0.0765
H 0.168 0.942 -0.371 0.0767
H -1.872 0.429 -0.784 0.1141
H -1.581 -1.253 -0.251 0.1213
H -0.229 0.227 -2.567 0.1002
H 0.132 -1.490 -2.227 0.1105
H -2.420 -2.007 -2.932 0.0759
H -2.653 -0.248 -3.156 0.0748
H -2.138 -1.831 -5.299 -0.1562
O -4.318 -2.734 -7.341 -0.0951
H -4.919 -2.613 -8.111 0.0477
H -3.539 -3.211 -7.707 0.0465
```

Summary:
SMILES	NCCCS.O
E_HOMO	-8.74	eV

=====

8.
Formula: C12H10BrN5O3S
Source: the OMol25 dataset
Level of theory: ωB97M-V with the def2-TZVPD basis set

```
32
Properties=species:S:1:pos:R:3:lowdin_charge:R:1
C 1.905 -1.340 -0.510 -0.0288
C 1.222 -1.629 0.714 -0.2367
N 1.623 -2.799 1.347 0.1483
C 1.008 -3.159 2.550 -0.3203
N 1.284 -4.329 3.086 0.1253
C 0.408 -4.260 4.221 -0.1508
N -0.398 -3.222 4.187 0.0973
N -0.092 -2.502 3.080 0.0307
C -0.536 -1.345 2.511 -0.2879
O -1.507 -0.667 2.879 0.0718
C 0.028 -0.974 1.118 -0.1695
N -0.576 0.023 0.443 -0.0661
S 0.107 1.603 0.107 0.7513
O 1.557 1.707 0.364 -0.3000
O -0.484 2.226 1.262 -0.2982
C -0.486 2.137 -1.559 -0.2233
C -1.774 1.821 -1.977 -0.0528
C -2.347 2.453 -3.064 -0.1359
C -1.712 3.365 -3.804 -0.6291
Br -2.524 4.285 -5.298 0.7345
C -0.405 3.728 -3.386 -0.1039
C 0.150 3.203 -2.253 -0.0470
H 2.228 -2.306 -1.021 0.1277
H 1.210 -0.822 -1.182 0.0896
H 2.660 -0.689 -0.296 0.0547
H 2.594 -2.953 1.360 0.1381
H 0.598 -5.059 5.016 0.1342
H -1.408 0.326 0.955 0.0983
H -2.338 1.065 -1.412 0.1261
H -3.256 2.054 -3.437 0.1052
H 0.126 4.422 -3.951 0.0859
H 1.137 3.636 -2.049 0.1316
```

Summary:
SMILES	Cc1[nH]c2ncnn2c(=O)c1NS(=O)(=O)c1ccc(Br)cc1
E_HOMO	-8.29	eV

=====

Asked for total energy across the records above, the calculation gives -28361.97292 -7206.69843 -8935.63111 -102170.94244 -7222.15059 -42573.50161 -17661.63448 -107073.42499 eV in order.
Asked for max |F| across the records above, the calculation gives 0.0703 0.0717 0.0722 0.0333 0.1038 0.0365 0.0360 0.1250 Eh/bohr in order.
Asked for energy above the lowest of the compared OMol25 structures with the same formula, charge and spin across the records above, the calculation gives 5.861 2.446 1.371 0.950 0.000 0.000 0.787 2.712 eV in order.